[1]
Here is 2 unconnected molecules or ions with the total composition C41H53N2O3Si at a distorted geometry from the OMol25 dataset. Energies are from ωB97M-V/def2-TZVPD.

The geometry in XYZ format:
```
100
Properties=species:S:1:pos:R:3:forces:R:3
C -3.89300 -2.29719 2.57719 0.5 0.0 1.6
O -4.34163 -2.55221 1.28718 -0.8 0.7 -1.6
C -4.89800 -1.42049 0.76653 -0.5 1.1 -0.4
O -4.96376 -0.35785 1.34431 0.3 -1.3 0.3
C -5.49530 -1.58476 -0.61476 0.5 0.6 -1.3
C -6.85466 -2.30887 -0.55690 -0.1 0.0 0.1
C -7.78644 -1.58517 -1.55544 0.0 0.2 0.0
C -6.98014 -0.39418 -2.10782 0.9 0.4 0.0
N -5.74400 -0.28144 -1.29901 -1.0 -1.1 1.2
C -4.68185 0.59705 -1.67633 0.0 0.1 0.7
C -4.17643 1.45284 -0.77431 -0.3 -0.4 -0.5
C -3.07678 2.42881 -1.04656 0.3 0.1 -0.3
C -2.72735 2.53933 -2.54076 0.0 0.0 0.0
C -2.76446 1.16682 -3.22497 -0.1 0.1 0.0
C -4.15707 0.52879 -3.08203 0.1 -0.1 -0.4
H -3.54229 -3.22572 3.02742 -0.1 0.0 -0.2
H -3.08492 -1.56533 2.54425 0.0 0.0 0.2
H -4.71758 -1.88969 3.16266 0.2 0.0 0.2
H -4.78627 -2.14185 -1.24092 0.1 -0.4 0.2
H -6.75210 -3.37410 -0.79054 0.1 0.2 0.0
H -7.25235 -2.25219 0.46258 0.0 0.0 -0.2
H -8.10336 -2.25211 -2.36966 0.1 0.2 0.3
H -8.70205 -1.23913 -1.05489 0.3 -0.1 -0.1
H -6.69196 -0.54832 -3.15317 -0.3 -0.1 -0.2
H -7.53318 0.54976 -2.04640 0.0 -0.1 -0.1
H -4.59821 1.41818 0.21649 0.0 0.2 0.1
H -3.36176 3.41324 -0.65134 0.1 -0.2 -0.1
H -2.18614 2.12940 -0.47922 0.0 0.0 0.0
H -3.44720 3.20534 -3.03158 0.0 -0.1 0.0
H -1.74798 3.01343 -2.67672 -0.1 -0.1 0.1
H -2.47590 1.24830 -4.28273 -0.2 0.0 0.2
H -2.01835 0.50845 -2.76142 -0.1 0.0 0.1
H -4.13060 -0.52187 -3.39867 0.0 0.1 0.0
H -4.86504 1.02679 -3.75579 0.1 0.0 0.0
C 3.92885 4.68986 3.03021 0.1 -0.5 -0.4
Si 4.67211 2.99636 2.81279 0.1 0.4 0.8
C 6.51657 3.14539 3.10142 -0.4 -0.2 -0.5
C 3.97172 1.87290 4.13262 -0.1 0.1 -0.4
O 4.35425 2.44768 1.23985 -0.6 -0.6 -0.6
C 3.46357 1.34906 0.93206 0.3 0.2 0.7
C 4.12404 0.04384 1.38938 -0.1 0.2 -0.3
C 5.46849 0.04945 1.72064 0.2 0.2 -0.2
C 6.11060 -1.09384 2.14761 0.1 0.0 0.0
C 5.41164 -2.28138 2.20899 0.2 -0.3 0.2
C 4.09061 -2.32210 1.81676 -0.1 -0.2 -0.2
C 3.45673 -1.17172 1.39573 0.0 0.1 -0.2
C 2.10817 1.64827 1.59168 0.1 -0.3 0.0
C 1.50671 0.78996 2.50084 0.2 -0.1 0.0
C 0.24107 1.04051 2.99054 -0.1 -0.2 0.1
C -0.44617 2.16519 2.58896 -0.4 0.0 0.1
C 0.14799 3.05313 1.71736 0.1 0.2 -0.1
C 1.41556 2.79547 1.23119 0.2 0.1 -0.2
C 3.29002 1.30443 -0.62771 0.1 0.9 0.0
C 4.63164 1.08778 -1.35845 -0.2 -0.1 -0.1
C 4.63869 -0.38098 -1.81276 0.1 -0.1 0.2
C 3.16480 -0.82308 -1.82956 -0.2 -0.1 -0.8
N 2.36836 0.22245 -1.12709 -1.5 -0.5 1.3
C 1.08412 0.05535 -0.68435 3.3 0.6 -0.7
C 0.17485 -0.93296 -1.04220 -0.5 -1.5 -1.6
C 0.09784 -1.59149 -2.26003 0.0 0.7 1.4
C -0.74324 -2.72659 -2.49280 -0.7 -0.8 -0.3
C -1.10850 -3.10117 -3.80233 0.4 0.4 0.4
C -1.85628 -4.23277 -4.03310 -0.2 -0.1 -0.2
C -2.25164 -5.03529 -2.97579 -0.1 0.1 -0.1
C -1.91577 -4.68796 -1.67941 -0.1 0.0 0.1
C -1.18584 -3.54853 -1.43548 0.3 0.4 -0.3
H 4.09396 5.04309 4.04403 0.0 0.1 0.1
H 4.39510 5.37612 2.33110 0.0 0.3 -0.1
H 2.86322 4.64564 2.83340 -0.2 0.2 0.0
H 6.69660 3.60703 4.07041 0.0 0.1 0.1
H 6.98709 2.16506 3.08736 0.2 0.0 0.1
H 6.95529 3.76583 2.32411 0.2 0.1 0.0
H 4.39272 2.11182 5.10380 0.2 0.1 0.1
H 2.89615 2.00106 4.18258 -0.1 0.0 0.2
H 4.19447 0.83705 3.90089 0.0 -0.2 0.2
H 6.02186 0.96313 1.59982 0.1 0.1 0.1
H 7.15422 -1.05925 2.41771 0.1 0.0 0.0
H 5.90557 -3.17887 2.54237 0.1 -0.2 0.1
H 3.56053 -3.26069 1.81099 -0.1 -0.1 0.1
H 2.44471 -1.21548 1.03953 -0.3 -0.2 0.1
H 2.03641 -0.08321 2.83022 0.0 -0.1 0.2
H -0.21338 0.35004 3.68298 0.0 -0.1 0.1
H -1.44401 2.34859 2.95517 -0.1 0.0 0.1
H -0.37832 3.94461 1.41328 0.0 0.1 -0.1
H 1.87004 3.49214 0.54913 0.1 0.2 -0.2
H 2.86269 2.26416 -0.93925 0.0 -0.2 0.2
H 4.72322 1.76297 -2.21543 -0.2 -0.1 0.1
H 5.47910 1.31231 -0.70498 -0.3 0.0 0.0
H 5.11653 -0.50468 -2.79270 -0.3 0.1 0.2
H 5.21672 -0.99904 -1.11331 -0.3 0.2 -0.1
H 2.79009 -0.93865 -2.85028 0.2 0.1 0.1
H 3.02695 -1.78279 -1.32210 -0.2 0.1 0.0
H 0.81611 0.65919 0.15973 -0.2 0.6 -0.1
H -0.60467 -1.16705 -0.33082 0.1 0.2 0.3
H 0.63957 -1.19341 -3.09901 0.3 0.0 -0.3
H -0.80235 -2.48005 -4.62677 0.1 0.1 -0.2
H -2.14173 -4.49641 -5.03919 0.0 0.0 -0.1
H -2.83272 -5.92441 -3.15905 0.0 -0.1 0.0
H -2.22198 -5.31636 -0.86038 0.0 -0.1 0.2
H -0.89319 -3.31077 -0.42952 0.0 0.0 0.3
```
Positions in Å, forces in eV/Å.

HOMO-LUMO gap: 5.07 eV
LUMO level: -4.6 eV
2S+1: 1
Total charge: +1

Atomic partial charges in e from the Löwdin method, atoms 1 to 99: -0.0858, -0.0278, -0.4275, 0.1028, -0.1867, -0.1034, -0.1368, -0.1471, -0.0739, -0.2391, -0.0191, -0.1863, -0.1947, -0.1934, -0.1421, 0.0981, 0.0906, 0.1019, 0.1460, 0.1159, 0.1206, 0.1084, 0.1108, 0.1031, 0.1199, 0.0973, 0.1148, 0.0931, 0.1173, 0.1037, 0.1098, 0.0902, 0.1134, 0.1202, -0.1421, 0.4528, -0.1473, -0.1207, -0.1598, -0.3218, -0.1664, -0.0537, -0.0453, -0.0675, -0.0566, -0.0669, -0.2065, -0.0707, -0.0535, -0.0653, -0.0576, -0.0492, -0.1380, -0.0891, -0.1211, -0.1041, 0.0380, 0.0152, -0.0381, 0.0208, -0.2137, -0.0125, -0.0590, -0.0469, -0.0563, -0.0134, 0.0426, 0.0372, 0.0191, 0.0436, 0.0219, 0.0386, 0.0489, 0.0291, 0.0321, 0.0931, 0.1152, 0.1097, 0.1104, 0.1002, 0.1071, 0.1127, 0.1132, 0.1147, 0.1245, 0.1523, 0.1253, 0.1175, 0.1203, 0.1128, 0.1148, 0.1288, 0.1062, 0.1196, 0.1207, 0.1176, 0.1137, 0.1150, 0.1138

[2]
Here is a molecular structure, C41H54BGeInN10O2S3Si3Te at a distorted geometry from the OMol25 dataset. Energies are from ωB97M-V/def2-TZVPD.

The geometry in XYZ format:
```
117
Properties=species:S:1:pos:R:3:forces:R:3
In -0.85290 0.37076 0.01372 0.0 -0.5 0.6
C 8.43554 -1.47128 0.43072 0.1 0.1 -0.2
O 7.65992 -2.04614 1.45124 -0.4 -0.3 0.2
C 6.71971 -2.97234 1.08499 0.0 0.0 0.2
C 5.85423 -3.39362 2.09414 0.2 0.2 0.0
C 4.83912 -4.28158 1.82670 -0.1 -0.2 -0.2
C 4.69161 -4.81971 0.54298 0.7 1.3 0.1
C 5.60379 -4.45035 -0.44404 -0.5 -0.2 0.3
C 6.58532 -3.51344 -0.18823 0.3 0.3 0.0
N 3.79512 -5.84845 0.32216 -0.6 -1.4 -0.2
N 2.57598 -5.80994 0.55838 0.5 -1.4 -0.3
C 1.81851 -4.67967 0.74735 -0.7 1.4 0.6
C 0.81827 -4.74586 1.71439 0.7 -0.1 -0.4
C -0.05866 -3.70601 1.94219 -0.3 0.4 0.2
C -0.03508 -2.52845 1.17935 -0.2 -0.1 0.2
O -0.85333 -1.55797 1.36633 0.2 0.4 -0.3
C 0.94135 -2.46778 0.12246 0.3 -0.7 0.0
N 0.89165 -1.39266 -0.68241 -0.5 0.7 -0.1
C 1.67756 -1.31616 -1.72788 -0.1 0.2 -0.2
C 2.54865 -2.35208 -2.08199 0.1 -0.4 0.2
C 2.62601 -3.45992 -1.27741 0.0 0.2 -0.4
C 1.85550 -3.53302 -0.10367 -0.3 0.0 0.2
H 9.00145 -0.66770 0.89870 0.0 0.0 -0.1
H 7.80302 -1.05481 -0.35826 0.0 0.0 0.0
H 9.13192 -2.19887 0.00265 0.0 0.0 -0.1
H 5.98582 -2.97905 3.08152 0.0 0.0 0.1
H 4.16772 -4.59895 2.61513 0.0 0.0 0.0
H 5.52049 -4.89541 -1.42465 0.0 0.0 -0.1
H 7.24207 -3.21665 -0.98994 0.1 0.0 -0.1
H 0.77819 -5.63259 2.33271 -0.1 -0.1 -0.1
H -0.80619 -3.79784 2.71782 -0.1 0.1 0.0
H 1.60412 -0.42160 -2.33773 0.0 0.0 0.1
H 3.12751 -2.28096 -2.99063 0.0 0.1 0.0
H 3.22541 -4.30922 -1.57313 0.1 0.1 0.0
C 1.44152 4.95047 -2.63514 -0.3 0.4 -0.5
N 2.07140 4.17362 -1.60827 0.3 -0.7 0.5
C 2.34140 4.57622 -0.32846 0.2 0.0 0.5
C 2.91721 3.52393 0.30063 0.0 0.7 0.2
N 3.00058 2.47477 -0.56747 -0.1 0.2 -0.1
B 3.77722 1.17011 -0.29079 -0.1 0.2 -0.1
N 3.11740 0.27405 0.81516 -0.4 0.0 0.4
C 3.78513 -0.85422 1.19490 0.2 -0.4 0.2
C 3.15181 -1.40570 2.25553 0.3 -0.1 -0.1
N 2.07696 -0.61005 2.53101 0.4 0.1 -0.6
C 1.14268 -0.80084 3.60141 -0.5 0.1 0.5
C 2.06104 0.40050 1.62462 0.0 -0.1 0.3
S 0.84501 1.59252 1.62277 -0.9 0.1 -0.5
C 2.47569 2.88506 -1.72637 -0.1 0.1 -0.5
S 2.33631 2.01846 -3.17299 0.2 -0.5 -0.9
H 1.80702 5.97748 -2.59726 0.0 -0.1 0.0
H 0.35467 4.95544 -2.50947 0.1 0.0 0.0
H 1.68288 4.50221 -3.60185 -0.1 0.1 0.2
H 2.09285 5.55437 0.03132 0.0 0.1 0.1
H 3.26400 3.44195 1.30720 0.1 0.0 0.2
H 4.84620 1.48568 0.15126 0.3 0.0 0.1
H 3.84631 0.52947 -1.28865 0.1 -0.2 -0.2
H 4.66113 -1.17856 0.67548 0.2 -0.1 -0.1
H 3.36025 -2.29004 2.81786 0.0 -0.2 0.1
H 1.17450 -1.84456 3.91251 0.0 0.0 -0.1
H 0.14084 -0.55529 3.24471 0.1 -0.1 0.1
H 1.39211 -0.15652 4.44918 0.0 0.0 -0.1
Te -0.49930 1.75992 -2.61955 -0.4 -0.1 -0.5
C -1.01471 0.99862 -4.52356 -0.3 0.1 0.2
C -0.41276 0.19867 -5.44656 0.2 0.0 0.3
C -1.14718 0.07354 -6.64789 -0.1 -0.1 -0.3
C -2.30770 0.77584 -6.63021 -0.2 0.3 0.3
S -2.51542 1.61150 -5.14187 0.5 -0.3 -0.2
H 0.53888 -0.27240 -5.27666 0.2 -0.1 0.1
H -0.81982 -0.51259 -7.49036 0.0 -0.1 -0.1
H -3.05355 0.86698 -7.39521 -0.1 -0.1 -0.2
C -6.30897 2.57229 0.20428 0.7 -0.1 0.0
Si -4.39331 2.68628 0.06278 -0.4 0.2 0.1
C -3.75463 3.79201 1.48927 -0.1 -0.4 -0.5
C -3.98744 3.41941 -1.65146 0.2 -0.4 0.6
Ge -3.50687 0.45513 0.48607 0.4 -0.1 -0.3
Si -4.31083 -1.29475 -0.98274 -0.3 -0.3 -0.3
C -6.23170 -1.37587 -0.93493 0.7 0.1 0.0
C -3.75158 -0.91506 -2.77422 -0.1 0.0 0.8
C -3.62076 -3.01370 -0.50272 -0.1 0.7 0.0
Si -3.69223 -0.08207 2.84448 -0.4 -0.1 0.5
C -2.48402 1.02165 3.84035 -0.3 -0.4 -0.5
C -5.48991 0.26188 3.44567 0.7 0.0 -0.3
C -3.40021 -1.93905 3.18135 0.1 0.6 -0.3
H -6.75966 3.55560 0.29819 0.0 0.3 0.0
H -6.59946 1.98857 1.07231 0.0 -0.1 0.2
H -6.74076 2.09567 -0.67017 0.0 -0.1 -0.2
H -3.80653 4.85107 1.24640 0.0 0.1 -0.1
H -2.71282 3.54989 1.68977 0.1 0.0 0.1
H -4.31960 3.63093 2.40543 -0.1 -0.1 0.1
H -4.10310 4.49917 -1.66016 -0.1 0.2 0.1
H -4.61169 3.00961 -2.44065 -0.2 -0.2 0.0
H -2.95188 3.20441 -1.91112 0.0 0.0 0.0
H -6.67189 -0.50412 -1.40773 0.0 0.2 -0.1
H -6.58997 -1.40761 0.08979 0.0 0.0 0.2
H -6.61393 -2.25417 -1.44600 0.0 -0.2 -0.1
H -4.02354 0.09764 -3.06251 0.0 0.1 0.0
H -4.17880 -1.59599 -3.50599 -0.1 -0.2 0.0
H -2.66770 -0.99572 -2.84205 0.2 0.0 0.0
H -4.16210 -3.44868 0.33121 -0.1 0.0 0.2
H -2.58247 -2.91474 -0.20081 0.2 0.0 0.1
H -3.65721 -3.72050 -1.32664 -0.1 0.0 -0.3
H -2.90263 2.00578 4.03063 -0.2 0.2 -0.1
H -1.57210 1.16673 3.26351 0.2 0.0 0.0
H -2.20605 0.59154 4.79816 0.0 -0.2 0.2
H -5.70047 1.32545 3.48815 0.0 0.3 0.0
H -5.66215 -0.14917 4.43576 0.1 -0.1 0.2
H -6.21165 -0.19315 2.77301 -0.1 -0.1 -0.2
H -2.49720 -2.24147 2.66601 0.1 -0.1 -0.1
H -4.21930 -2.54290 2.80248 -0.2 0.0 -0.1
H -3.28007 -2.16531 4.23663 0.0 0.1 0.3
N -0.85431 3.08361 -0.34079 0.0 1.0 0.9
C -0.82565 4.19672 0.00884 -0.1 -1.9 -0.6
C -0.84024 5.51622 0.34692 0.0 0.4 0.1
C -1.55648 6.39740 -0.45776 -0.4 0.6 -0.4
N -2.14898 7.12728 -1.12607 -0.2 0.2 -0.2
C -0.14189 5.99028 1.45256 0.4 0.2 0.6
N 0.45272 6.40058 2.35193 0.2 0.1 0.2
```
Positions in Å, forces in eV/Å.

HOMO-LUMO gap (alpha / beta): 6.02 / 6.33 eV
LUMO level (alpha / beta): 1.6 / 1.0 eV
2S+1: 2
Total charge: -1

Atomic partial charges in e from the Löwdin method, atoms 1 to 99: 0.3134, -0.0929, -0.0892, -0.2919, -0.0243, -0.0305, -0.3072, -0.0329, -0.0198, 0.0572, 0.0670, -0.2569, -0.0202, -0.0164, -0.3878, -0.2264, -0.1549, 0.0855, -0.1409, -0.0155, 0.0024, -0.0848, 0.0927, 0.0965, 0.0926, 0.1230, 0.1181, 0.1131, 0.1036, 0.1110, 0.1074, 0.0212, 0.1119, 0.0991, -0.0540, -0.1147, -0.0496, -0.1002, -0.0047, -0.4486, 0.0289, -0.0509, -0.0364, -0.1030, -0.0330, -0.6736, 0.7337, -0.7696, 0.5789, 0.0994, 0.0736, 0.0546, 0.1141, 0.1202, 0.0820, 0.0554, 0.1180, 0.1085, 0.0965, 0.0527, 0.1022, 1.0875, -0.9299, -0.2428, -0.2106, -0.4279, 0.9045, 0.0931, 0.0946, 0.0534, -0.2234, 0.3878, -0.2112, -0.2150, 0.5803, 0.3643, -0.2255, -0.2301, -0.2023, 0.3843, -0.2083, -0.2293, -0.2097, 0.0202, 0.0004, 0.0087, 0.0275, 0.0026, 0.0185, 0.0244, 0.0177, -0.0583, 0.0087, 0.0085, 0.0162, -0.0045, 0.0290, 0.0083, 0.0162

Q: What is the total charge in the first record?
A: +1

Q: Among the records above, which one has the lowest 2S+1?
A: C41H53N2O3Si